The following is a DFT calculation (ωB97M-V with the def2-TZVPD basis set) of C43H41BrF5N8OS4TeY as an isolated structure.

Output
- Highest occupied orbital energy: -13.636 eV
- Frontier orbital gap: 0.3266 Eh
- Max |F|: 2.33 eV Å⁻¹
- Energy above the lowest of the compared OMol25 structures with the same formula, charge and spin: 58.7 kcal/mol

Structure (ORCA input):
```
! RIJCOSX wB97M-V def2-TZVPD def2/J DEFGRID3
* xyz 2 1
Y -0.34 -0.51 0.12
N -0.89 1.12 1.74
S -1.41 2.41 2.35
N -2.52 3.08 1.40
S -2.36 3.95 0.12
N -1.38 3.59 -1.01
S -1.35 2.22 -1.90
N -1.08 0.94 -1.27
C -2.90 2.26 -2.75
C -3.93 1.50 -2.21
C -5.17 1.53 -2.82
C -5.37 2.28 -3.97
C -4.33 3.02 -4.51
C -3.09 3.03 -3.90
C -0.18 2.69 -3.13
C 0.65 3.80 -3.03
C 1.59 4.01 -4.03
C 1.69 3.13 -5.10
C 0.86 2.02 -5.17
C -0.07 1.78 -4.18
C -4.05 4.07 -0.35
C -5.05 3.48 0.41
C -6.37 3.67 0.02
C -6.65 4.43 -1.11
C -5.63 5.01 -1.86
C -4.32 4.84 -1.48
C -1.93 5.61 0.50
C -2.52 6.17 1.63
C -2.20 7.47 1.96
C -1.32 8.20 1.16
C -0.76 7.63 0.02
C -1.06 6.32 -0.32
C -2.42 2.17 3.76
C -2.57 0.85 4.17
C -3.42 0.61 5.24
C -4.09 1.65 5.86
C -3.93 2.96 5.43
C -3.09 3.23 4.36
C -0.19 3.61 2.75
C 0.64 4.02 1.70
C 1.63 4.94 1.98
C 1.80 5.42 3.28
C 0.99 4.97 4.31
C -0.01 4.05 4.06
H -3.75 0.89 -1.33
H -5.99 0.94 -2.40
H -6.34 2.28 -4.44
H -4.49 3.60 -5.41
H -2.28 3.61 -4.32
H 0.58 4.46 -2.19
H 2.25 4.86 -3.97
H 2.42 3.31 -5.88
H 0.94 1.33 -6.00
H -0.72 0.91 -4.22
H -4.80 2.89 1.28
H -7.17 3.23 0.59
H -7.68 4.58 -1.41
H -5.87 5.60 -2.73
H -3.51 5.30 -2.05
H -3.22 5.60 2.24
H -2.65 7.94 2.83
H -1.08 9.22 1.42
H -0.09 8.21 -0.60
H -0.64 5.86 -1.20
H -2.02 0.06 3.68
H -3.55 -0.41 5.60
H -4.74 1.45 6.70
H -4.45 3.77 5.92
H -2.96 4.25 4.00
H 0.54 3.60 0.71
H 2.30 5.26 1.19
H 2.59 6.12 3.49
H 1.15 5.32 5.32
H -0.60 3.65 4.87
N -0.77 -3.06 1.05
N -1.94 -3.34 1.76
C -2.99 -2.52 1.66
N -4.03 -2.82 2.45
S -3.08 -1.19 0.61
H -0.52 -3.87 0.49
H 0.00 -2.85 1.69
H -1.91 -4.05 2.47
H -4.05 -3.65 3.03
H -4.87 -2.27 2.37
C -2.53 -4.22 -4.03
C -1.39 -3.34 -3.59
C -0.31 -3.06 -4.42
C 0.72 -2.23 -3.99
C 0.62 -1.72 -2.71
Br 1.93 -0.55 -2.04
N -0.39 -1.98 -1.89
C -1.37 -2.77 -2.33
H -2.34 -4.66 -5.01
H -3.46 -3.66 -4.09
H -2.69 -5.04 -3.32
H -0.27 -3.48 -5.42
H 1.57 -2.00 -4.61
H -2.18 -2.95 -1.63
F -0.18 -0.97 2.76
Te 1.06 0.56 2.45
F 2.25 1.82 3.13
F 1.30 -1.42 0.99
F 2.18 -0.60 3.30
F 0.29 0.96 4.11
O 1.58 1.04 0.78
*
```

The following is a DFT calculation (ωB97M-V with the def2-TZVPD basis set) of C17H45I2N3OSSi2TeZr as an isolated structure.

Output
- Highest occupied orbital energy: -19.320 eV
- Frontier orbital gap: 0.2358 Eh
- Max |F|: 0.96 eV Å⁻¹
- Energy above the lowest of the compared OMol25 structures with the same formula, charge and spin: 10.7 kcal/mol

Structure (ORCA input):
```
! RIJCOSX wB97M-V def2-TZVPD def2/J DEFGRID3
* xyz 4 1
Zr 0.07 0.63 1.48
C -2.17 -0.74 3.33
C -2.63 -0.77 1.87
N -1.46 -0.99 0.97
C -0.87 -2.38 1.13
C 0.65 -2.39 1.03
N 1.30 -1.24 1.77
C 1.49 -1.49 3.23
C 0.17 -1.42 3.97
N -0.73 -0.30 3.47
H -2.28 -1.71 3.80
H -2.81 -0.06 3.90
H -3.08 0.17 1.56
H -3.38 -1.55 1.73
H -1.79 -0.90 0.01
H -1.28 -3.03 0.36
H -1.21 -2.77 2.07
H 0.96 -2.30 -0.01
H 1.04 -3.33 1.41
H 2.25 -1.17 1.37
H 2.19 -0.74 3.60
H 1.95 -2.46 3.40
H 0.35 -1.29 5.04
H -0.38 -2.36 3.87
H -0.72 0.41 4.19
I 2.13 2.44 0.35
C 2.68 3.42 2.18
I 1.66 2.34 3.70
H 2.36 4.45 2.20
H 3.75 3.30 2.35
C -3.14 0.75 -1.90
Si -2.14 0.18 -3.38
C -1.86 -1.65 -3.27
C -2.80 0.74 -5.00
C -0.47 1.09 -3.14
Te 0.71 0.31 -1.53
C 1.72 -1.34 -2.45
Si 3.63 -1.38 -2.26
C 4.13 -2.98 -3.00
C 4.30 0.13 -3.08
C 3.94 -1.33 -0.41
H -3.98 0.08 -1.70
H -3.54 1.75 -2.05
H -2.51 0.79 -1.00
H -2.82 -2.17 -3.27
H -1.32 -1.94 -2.36
H -1.30 -2.03 -4.13
H -3.79 0.29 -5.17
H -2.15 0.42 -5.81
H -2.92 1.82 -5.05
H -0.63 2.14 -2.88
H 0.25 1.06 -3.96
H 1.41 -1.18 -3.48
H 1.23 -2.25 -2.10
H 3.77 -3.08 -4.03
H 3.74 -3.82 -2.41
H 5.22 -3.07 -3.03
H 4.21 0.05 -4.17
H 5.37 0.27 -2.87
H 3.78 1.04 -2.77
H 3.63 -2.27 0.06
H 3.44 -0.48 0.05
H 5.00 -1.21 -0.20
C -3.67 3.12 2.35
S -1.95 3.09 2.78
C -1.44 4.70 2.24
O -1.29 2.10 1.70
H -3.77 3.26 1.27
H -4.09 3.98 2.89
H -4.14 2.21 2.70
H -1.75 5.39 3.03
H -1.92 4.95 1.29
H -0.36 4.70 2.16
*
```

The following is a DFT calculation (ωB97M-V with the def2-TZVPD basis set) of F3H3SSi2 as an isolated structure.

Output
- Highest occupied orbital energy: -10.182 eV
- Frontier orbital gap: 0.3779 Eh
- Max |F|: 3.04 eV Å⁻¹
- Energy above the lowest of the compared OMol25 structures with the same formula, charge and spin: 16.5 kcal/mol

Structure (ORCA input):
```
! RIJCOSX wB97M-V def2-TZVPD def2/J DEFGRID3
* xyz 0 1
F 0.50 -3.27 -1.98
F -1.86 -3.37 -1.28
F -0.18 -4.11 0.29
Si -0.25 -0.71 -0.08
Si -0.44 -2.93 -0.79
S 1.83 -0.46 0.42
H -0.56 0.27 -1.11
H -1.23 -0.53 1.40
H 2.42 -1.67 0.13
*
```

The following is a DFT calculation (ωB97M-V with the def2-TZVPD basis set) of C24H38AsBrN3O2PtSSi3 as an isolated structure.

Output
- Highest occupied orbital energy: -15.911 eV
- Frontier orbital gap: 0.2412 Eh
- Max |F|: 0.59 eV Å⁻¹
- Energy above the lowest of the compared OMol25 structures with the same formula, charge and spin: 0.0 kcal/mol

Structure (ORCA input):
```
! RIJCOSX wB97M-V def2-TZVPD def2/J DEFGRID3
* xyz 3 1
Pt -0.13 -0.23 1.33
N -1.24 -2.35 3.51
C -1.06 -2.86 2.29
N -0.57 -2.18 1.27
C -0.51 -2.96 0.10
C -0.02 -2.55 -1.14
C -0.03 -3.46 -2.18
C -0.53 -4.76 -2.00
C -1.01 -5.17 -0.77
C -0.99 -4.25 0.27
S -1.50 -4.49 1.93
H -0.85 -1.44 3.74
H -1.54 -2.93 4.28
H 0.37 -1.55 -1.27
H 0.34 -3.17 -3.15
H -0.54 -5.45 -2.83
H -1.39 -6.17 -0.63
N 1.90 -0.77 2.26
C 2.49 -0.66 1.19
H 2.25 -1.25 3.08
Br 7.97 -0.48 -5.47
C 7.33 -0.61 -3.74
C 8.24 -0.73 -2.68
C 7.77 -0.82 -1.40
C 6.36 -0.79 -1.18
C 5.45 -0.66 -2.25
C 5.94 -0.57 -3.52
C 5.98 -0.90 0.13
O 5.75 -1.00 1.23
O 3.02 -0.53 0.17
H 9.30 -0.76 -2.88
H 8.46 -0.93 -0.57
H 4.38 -0.64 -2.06
H 5.27 -0.48 -4.36
C -4.50 -0.78 1.10
Si -3.95 0.88 1.71
C -5.01 2.30 1.17
C -3.49 0.91 3.50
As -1.83 1.05 0.49
Si -0.26 2.79 1.59
C 0.25 2.39 3.34
C 1.14 3.20 0.44
C -1.62 4.06 1.56
Si -2.04 1.12 -1.94
C -2.81 -0.53 -2.32
C -0.32 1.34 -2.59
C -3.14 2.57 -2.30
H -5.29 -1.16 1.76
H -3.69 -1.52 1.11
H -4.91 -0.73 0.09
H -5.96 2.23 1.72
H -5.26 2.25 0.11
H -4.58 3.27 1.39
H -4.39 0.73 4.10
H -3.09 1.88 3.82
H -2.76 0.14 3.75
H 0.92 1.54 3.44
H -0.62 2.24 3.98
H 0.78 3.27 3.72
H 1.83 2.37 0.29
H 1.71 4.03 0.88
H 0.78 3.53 -0.53
H -2.41 3.82 2.27
H -2.06 4.21 0.57
H -1.18 5.01 1.87
H -2.47 -1.33 -1.66
H -2.53 -0.82 -3.34
H -3.90 -0.47 -2.29
H 0.37 0.59 -2.19
H 0.08 2.33 -2.38
H -0.34 1.22 -3.68
H -4.17 2.40 -1.98
H -3.17 2.73 -3.38
H -2.79 3.50 -1.85
*
```

The following is a DFT calculation (ωB97M-V with the def2-TZVPD basis set) of one molecule with the formula C5H7NO2.

Output
- Highest occupied orbital energy: -9.349 eV
- Frontier orbital gap: 0.3741 Eh
- Structure (SMILES): O=C1[C@H]2C[C@H](C2)N1O
- Max |F|: 7.46 eV Å⁻¹
- Energy above the lowest of the compared OMol25 structures with the same formula, charge and spin: 106.2 kcal/mol

Structure (ORCA input):
```
! RIJCOSX wB97M-V def2-TZVPD def2/J DEFGRID3
* xyz 0 1
C 0.43 1.20 0.17
C -1.06 1.15 0.79
C -1.26 0.24 -0.58
C -0.34 1.14 -1.23
C -0.34 -0.89 -0.12
H 2.58 -1.14 0.61
H 1.31 1.85 0.33
H -1.40 0.76 1.79
H -1.54 2.26 0.60
H -2.24 0.19 -1.12
H 0.50 0.97 -1.96
H -0.68 2.26 -1.51
N 0.90 -0.19 -0.01
O 1.71 -0.79 0.99
O -0.38 -2.06 -0.09
*
```

The following is a DFT calculation (ωB97M-V with the def2-TZVPD basis set) of a 2-piece molecular cluster, C2H2Cl3NO overall.

Output
- Highest occupied orbital energy: -10.740 eV
- Frontier orbital gap: 0.4051 Eh
- Max |F|: 1.72 eV Å⁻¹
- Energy above the lowest of the compared OMol25 structures with the same formula, charge and spin: 113.3 kcal/mol

Structure (ORCA input):
```
! RIJCOSX wB97M-V def2-TZVPD def2/J DEFGRID3
* xyz 0 1
C 0.37 0.88 -1.62
C 0.37 -1.35 1.31
N -0.11 2.26 -1.69
O -0.71 1.03 -2.28
Cl 0.87 -3.03 0.88
Cl -0.01 -0.92 3.00
Cl -1.04 -0.89 0.35
H 1.04 -0.53 1.06
H -0.79 2.54 -1.01
*
```

The following is a DFT calculation (ωB97M-V with the def2-TZVPD basis set) of H16O14SV as an isolated structure.

Output
- Highest occupied orbital energy (spin up / spin down): -10.693 / -10.659 eV
- Frontier orbital gap (spin up / spin down): 0.3487 / 0.2639 Eh
- Max |F|: 4.97 eV Å⁻¹
- Energy above the lowest of the compared OMol25 structures with the same formula, charge and spin: 7.6 kcal/mol

Structure (ORCA input):
```
! RIJCOSX wB97M-V def2-TZVPD def2/J DEFGRID3
* xyz 0 2
O -0.24 0.42 -1.14
V 0.61 -0.07 0.17
O -0.49 -0.41 1.25
S 1.60 -2.55 -1.80
O 0.60 -3.09 -2.74
O 2.43 -3.64 -1.38
O 2.37 -1.58 -2.52
O 0.91 -2.03 -0.66
O -1.84 1.00 3.69
H -1.34 1.25 4.46
H -1.90 0.05 3.74
O -1.49 2.83 -3.94
H -1.18 2.08 -3.44
H -1.88 3.41 -3.28
O 2.02 -0.27 1.91
H 2.97 -0.21 1.77
H 1.90 -0.05 2.84
O -3.90 -0.63 1.36
H -3.34 -1.21 0.83
H -3.72 0.25 1.02
O 0.86 2.20 0.50
H 1.49 2.87 0.24
H 0.05 2.67 0.68
O 2.82 0.28 -0.88
H 3.72 0.60 -0.86
H 2.80 -0.34 -1.61
O 1.49 -3.31 1.53
H 0.68 -3.56 1.98
H 1.20 -2.78 0.79
O -3.23 1.65 -1.29
H -2.53 2.25 -1.03
H -3.47 1.93 -2.17
*
```

The following is a DFT calculation (ωB97M-V with the def2-TZVPD basis set) of a 3-piece molecular cluster, C33H51NO7PS2 overall.

Output
- Highest occupied orbital energy: -4.641 eV
- Frontier orbital gap: 0.2128 Eh
- Max |F|: 1.87 eV Å⁻¹

Structure (ORCA input):
```
! RIJCOSX wB97M-V def2-TZVPD def2/J DEFGRID3
* xyz -1 1
C -0.15 -4.27 2.93
C -0.35 -3.45 4.22
C -0.85 -2.01 3.92
O -0.75 -1.29 5.11
P -1.07 0.46 4.92
C -2.79 0.35 5.77
C -3.66 -0.80 5.29
O -5.02 -0.79 5.87
C -5.86 -0.02 5.15
O -6.65 -0.43 4.32
O -1.35 2.15 4.58
C -0.58 2.60 3.48
C -0.20 4.08 3.45
C 0.51 1.50 3.24
C 1.86 1.87 2.57
C 1.96 1.08 1.26
C 3.34 1.18 0.56
S 3.71 -0.38 -0.36
C 2.24 -0.79 -1.31
S 0.91 -1.44 -0.67
N 2.35 -0.53 -2.75
C 2.68 -1.77 -3.42
C 1.83 -2.85 -3.57
C 2.25 -4.00 -4.19
C 3.53 -4.10 -4.69
C 4.39 -3.03 -4.56
C 3.95 -1.88 -3.93
C 1.22 0.15 -3.29
C 0.60 -0.16 -4.48
C -0.47 0.58 -4.94
C -0.97 1.64 -4.23
C -0.35 1.98 -3.04
C 0.71 1.25 -2.59
O 0.58 0.63 4.34
H -0.28 -5.34 3.18
H 0.86 -4.17 2.52
H -0.92 -4.05 2.17
H 0.56 -3.36 4.81
H -1.16 -3.93 4.79
H -1.90 -2.14 3.58
H -0.24 -1.59 3.10
H -1.64 0.09 3.66
H -0.52 0.66 6.23
H -3.35 1.28 5.61
H -2.60 0.19 6.84
H -3.72 -0.80 4.19
H -3.24 -1.77 5.56
H -5.81 1.07 5.37
H -1.28 2.51 2.62
H 0.52 4.32 4.25
H 0.29 4.26 2.48
H -1.10 4.71 3.46
H 0.02 0.87 2.47
H 2.63 1.54 3.28
H 1.99 2.96 2.45
H 1.18 1.40 0.56
H 1.83 0.03 1.53
H 4.13 1.29 1.31
H 3.41 2.05 -0.11
H 0.83 -2.80 -3.15
H 1.59 -4.87 -4.28
H 3.88 -5.00 -5.18
H 5.41 -3.06 -4.92
H 4.63 -1.04 -3.80
H 0.98 -0.98 -5.07
H -0.97 0.36 -5.88
H -1.82 2.22 -4.57
H -0.70 2.82 -2.44
H 1.20 1.52 -1.66
C 1.31 -5.95 -9.19
C 1.83 -7.29 -8.67
C 3.11 -6.87 -7.96
O 2.88 -5.54 -7.47
C 1.69 -5.01 -8.05
H 0.24 -5.95 -9.40
H 1.84 -5.67 -10.10
H 1.12 -7.71 -7.96
H 2.00 -8.03 -9.46
H 3.96 -6.84 -8.65
H 3.36 -7.53 -7.13
H 0.91 -4.99 -7.28
H 1.87 -3.99 -8.39
C -3.20 8.31 2.57
C -3.67 8.53 4.00
C -3.18 7.25 4.68
O -2.00 6.85 3.98
C -1.87 7.60 2.78
H -3.10 9.23 1.99
H -3.90 7.66 2.04
H -3.16 9.40 4.43
H -4.74 8.68 4.10
H -3.92 6.45 4.59
H -2.95 7.40 5.73
H -1.05 8.32 2.90
H -1.62 6.93 1.95
*
```

> Which formula does entry 5 have?

C5H7NO2

> Among the records above, which one has the highest max |F|?

C5H7NO2

> What is the formula in the sixth record?

C2H2Cl3NO